{
  "formula": "C3H6O2S2",
  "method": "the ωB97M-V functional and the def2-TZVPD basis",
  "homo_lumo_gap_ev": 8.67,
  "smiles": "O=C(O)CCSS",
  "e_above_lowest_kj_mol": 111.25,
  "total_charge": 0,
  "total_energy_ha": -1064.743266,
  "species": ["S", "S", "O", "O", "C", "C", "C", "H", "H", "H", "H", "H", "H"],
  "coordinates": [[-0.234, 1.678, 0.238], [-0.268, 2.296, 2.145], [0.121, -2.737, -2.490], [0.748, -2.775, -0.380], [0.115, -0.143, 0.288], [-0.173, -0.708, -1.101], [0.310, -2.108, -1.295], [-1.263, -0.836, -1.217], [0.731, -3.417, -2.672], [1.217, -0.452, 0.340], [0.060, -0.004, -1.965], [-0.609, 3.623, 1.957], [-0.573, -0.651, 1.032]],
  "atomic_forces_ev_per_a": [[0.16, -0.86, -2.44], [-0.01, 0.78, 2.17], [-1.73, 3.27, -0.45], [0.15, 0.87, -0.18], [0.90, -0.86, 0.16], [-1.92, 0.99, -1.89], [0.99, -2.41, 0.99], [0.05, 0.18, -0.05], [1.19, -1.46, 0.39], [-1.43, 0.98, 1.22], [0.20, -0.95, 1.07], [0.21, -1.11, -0.36], [1.25, 0.58, -0.64]]
}